# 1
Formula: C4H5NiO5
Source: the Open Molecules 2025 dataset
Level of theory: ωB97M-V with the def2-TZVPD basis set

```
15
Properties=species:S:1:pos:R:3:forces:R:3
O 0.5046 -0.6954 -1.4800 -0.06 0.81 -0.57
O 0.2081 -2.8418 -0.9417 -0.73 0.92 -0.23
C -0.1665 -1.6744 -0.9957 0.89 -1.29 1.01
C -1.4335 -1.2850 -0.2323 -0.34 -0.91 -0.11
O -1.7068 0.0943 -0.4092 -0.35 0.05 0.34
C -2.7430 0.6005 0.4205 -0.33 0.26 0.13
Ni -0.3836 1.0460 -1.5554 0.43 -0.05 -0.38
H -1.2785 -1.5041 0.8359 0.01 0.07 -0.28
H -2.2805 -1.8893 -0.5911 0.18 0.16 0.12
H -2.5982 1.6829 0.5041 -0.10 -0.25 -0.05
H -3.7243 0.3866 -0.0270 0.25 0.04 0.15
H -2.6854 0.1439 1.4193 0.03 0.13 -0.27
O 0.6891 1.5046 0.3956 0.45 -0.18 -0.12
C 1.6189 1.0869 0.9691 -0.12 0.32 1.08
O 2.4722 0.7613 1.6774 -0.21 -0.09 -0.82
```
Positions in Å, forces in eV/Å.

## Properties
**Energy**: -2039.86691 hartree
**HOMO-LUMO gap (alpha / beta)**: 7.024 / 8.788 eV
**Multiplicity**: 4
**Energy above the lowest of the compared OMol25 structures with the same formula, charge and spin**: 0.00 kcal/mol

Löwdin population analysis, charges in e, atoms 1 to 6: number 1, O, carries -0.16; number 2, O, carries 0.05; number 3, C, carries -0.64; number 4, C, carries -0.11; number 5, O, carries -0.38; number 6, C, carries -0.07


# 2
Formula: C5H8N
Source: the Open Molecules 2025 dataset
Level of theory: ωB97M-V with the def2-TZVPD basis set

```
14
Properties=species:S:1:pos:R:3:forces:R:3
C 0.0047 -1.2174 -0.2047 -1.38 4.71 2.40
C 0.7233 -0.1292 0.1440 -1.61 0.85 -0.59
C -1.3486 -0.6176 0.2765 1.39 -1.58 0.41
C -0.6981 0.6866 0.5840 1.96 -0.30 1.44
C 2.1532 0.2549 -0.0275 0.56 0.02 2.23
N -1.6319 0.5619 -0.5150 -1.74 0.46 -4.46
H 0.2453 -2.1756 -0.3698 0.81 -3.24 -1.21
H -2.0546 -1.2328 0.8132 -0.58 0.58 -0.09
H -1.1289 1.4241 1.3593 1.55 -1.23 -1.15
H 2.6172 0.7338 0.9185 -0.96 -0.20 -1.81
H 2.3839 0.7242 -0.9709 -0.22 0.90 -0.01
H 2.7196 -0.6558 -0.1047 0.10 -0.80 0.03
H -1.5128 0.5566 -1.6227 0.44 0.14 2.95
H -2.4724 1.0863 -0.2802 -0.33 -0.30 -0.14
```
Positions in Å, forces in eV/Å.

## Properties
**Energy**: -249.67159 hartree
**SMILES string**: CC1=C[C@@H]2[NH2+][C@H]12
**Total charge**: +1
**HOMO-LUMO gap**: 10.879 eV
**Multiplicity**: 1
**Energy above the lowest of the compared OMol25 structures with the same formula, charge and spin**: 96.36 kcal/mol

Löwdin population analysis, charges in e, atoms 1 to 6: number 1, C, carries 0.07; number 2, C, carries -0.12; number 3, C, carries -0.15; number 4, C, carries -0.04; number 5, C, carries -0.04; number 6, N, carries 0.11


# 3
Formula: C37H52Cl3FLaN10O11S3
Source: the Open Molecules 2025 dataset
Level of theory: ωB97M-V with the def2-TZVPD basis set

```
118
Properties=species:S:1:pos:R:3:forces:R:3
La 0.0738 1.3729 2.1477 2.95 -0.54 1.12
N -3.0210 -0.7241 4.7329 0.03 0.17 -0.15
C -2.1559 -1.0396 5.8580 0.17 -0.09 -0.05
C -0.8410 -0.2532 5.9970 -0.34 -0.06 0.21
N 0.1765 -0.4466 4.9550 0.03 -0.03 0.03
C 0.3844 -1.8510 4.6097 -0.15 -0.31 -0.18
C -0.5526 -2.3796 3.5140 0.17 -0.14 0.32
N -0.4176 -1.5455 2.3404 0.08 -0.06 -0.26
C 1.4450 0.1079 5.4296 0.18 0.21 0.15
C 1.5134 1.6324 5.4770 0.04 -0.25 0.20
N 1.6228 2.1744 4.1275 0.49 0.20 0.24
H -3.5376 0.1370 4.9009 0.09 -0.10 -0.04
H -2.4587 -0.5025 3.9086 -0.20 -0.07 0.24
H -1.9334 -2.1134 5.8232 0.03 0.06 0.18
H -2.7267 -0.8801 6.7807 0.13 0.00 -0.05
H -0.4108 -0.5412 6.9796 0.01 0.01 -0.07
H -1.0885 0.8116 6.0201 0.04 -0.19 0.10
H 0.3272 -2.5057 5.5024 0.00 0.10 -0.11
H 1.3918 -1.9494 4.1986 0.01 0.09 0.11
H -1.5925 -2.3635 3.8239 -0.06 -0.15 0.04
H -0.2659 -3.4371 3.3289 -0.16 0.25 0.11
H -1.1098 -1.7546 1.6262 0.05 0.00 -0.01
H 0.5120 -1.6658 1.9528 -0.16 0.12 -0.06
H 2.2254 -0.2179 4.7407 0.01 -0.05 0.09
H 1.6764 -0.2873 6.4388 0.00 0.02 -0.08
H 2.3852 1.9111 6.0940 -0.21 -0.07 -0.02
H 0.6151 2.0574 5.9284 0.12 -0.05 0.10
H 2.5021 1.8820 3.7010 -0.06 0.16 -0.02
H 1.5922 3.1922 4.1703 0.02 -0.24 -0.29
F -1.2879 -0.7894 -4.3663 0.12 0.01 0.11
C -0.0808 -0.9405 -3.7564 0.12 -0.15 0.18
C 0.0695 -0.6373 -2.4290 0.08 0.02 -0.27
C 1.2939 -0.8542 -1.8006 -0.02 -0.12 -0.25
C 1.3987 -0.5306 -0.3652 0.33 -0.30 -0.08
O 0.4039 -0.1194 0.2331 0.37 -0.51 -0.70
C 2.6979 -0.7999 0.2066 -0.11 0.32 0.64
C 3.6892 -1.2863 -0.5713 -0.18 -0.04 0.09
N 3.5620 -1.6356 -1.8853 0.19 -0.01 0.36
C 4.6388 -2.3029 -2.5487 0.27 -0.03 -0.18
C 4.4677 -3.7412 -2.9622 -0.03 -0.02 -0.11
C 5.3727 -3.3912 -1.8223 0.04 0.04 0.03
C 2.3732 -1.3942 -2.5258 -0.68 0.06 -0.14
C 2.1995 -1.6795 -3.8848 -0.12 0.06 0.01
C 0.9814 -1.4502 -4.5026 0.11 0.08 0.28
N 0.8696 -1.7712 -5.8906 -0.22 -0.06 0.15
C 0.7538 -3.1770 -6.1886 0.18 -0.01 -0.28
C 1.2104 -3.3838 -7.6329 0.33 -0.56 0.71
N 0.3372 -2.5545 -8.5085 -0.17 -0.12 -0.34
C 0.4093 -1.1099 -8.1362 -0.15 0.79 0.36
C -0.0457 -0.9886 -6.6855 0.26 0.04 -0.29
C 3.0338 -0.6183 1.7114 0.30 -0.35 -0.62
O 4.1774 -0.9346 2.0448 0.38 -0.03 0.01
O 2.1010 -0.2679 2.4660 -0.57 0.20 0.27
H -0.7550 -0.2341 -1.8628 -0.11 0.04 0.09
H 4.6613 -1.4347 -0.1222 -0.01 -0.07 0.06
H 5.2210 -1.6628 -3.2074 0.00 -0.08 0.02
H 4.9036 -4.0593 -3.8992 0.08 0.05 -0.04
H 3.5288 -4.2215 -2.7319 -0.11 0.05 0.12
H 6.4407 -3.4678 -1.9606 0.04 0.08 -0.07
H 5.0455 -3.6409 -0.8247 -0.10 0.03 0.04
H 3.0131 -2.0768 -4.4724 0.08 0.05 -0.07
H -0.2815 -3.5536 -6.0785 0.05 0.00 0.07
H 1.3961 -3.7410 -5.5112 -0.06 -0.04 -0.13
H 1.1427 -4.4300 -7.9346 -0.13 0.10 -0.12
H 2.2382 -3.0405 -7.7459 -0.09 0.07 -0.10
H -0.6318 -2.8580 -8.3421 0.17 0.02 -0.27
H 0.5694 -2.6941 -9.4969 -0.16 0.01 0.24
H -0.2284 -0.5352 -8.8068 -0.03 -0.15 -0.08
H 1.4420 -0.7776 -8.2328 -0.01 -0.13 -0.09
H -1.0940 -1.3240 -6.6071 0.05 0.07 0.04
H 0.0003 0.0510 -6.3628 -0.08 -0.01 -0.12
Cl 4.3849 2.1666 -0.6965 0.47 -0.40 -0.17
C 3.4083 3.4987 -0.2195 -0.51 -0.15 0.47
C 3.6178 4.7326 -0.8148 -0.39 0.46 0.15
C 2.7770 5.7777 -0.5176 0.35 -0.30 -0.23
Cl 3.0637 7.3187 -1.2636 0.08 0.41 -0.25
C 1.6927 5.6266 0.3619 -0.07 -0.36 0.32
C 0.7172 6.6092 0.6179 -0.07 -0.01 0.18
C -0.2813 6.3415 1.5142 0.24 0.08 -0.22
C -0.3187 5.0944 2.1556 0.00 -0.04 0.16
N 0.5421 4.1366 1.8975 -0.28 0.10 0.13
C 1.5261 4.3710 1.0068 0.52 0.27 -0.29
C 2.3831 3.2409 0.7072 0.55 0.71 -0.23
O 2.1878 2.1160 1.2618 0.49 0.10 -0.23
H 4.4311 4.8546 -1.5153 0.01 0.06 -0.03
H 0.7620 7.5523 0.0891 0.01 0.01 0.05
H -1.0498 7.0681 1.7243 -0.09 0.08 0.05
H -1.0689 4.8771 2.9041 -0.08 -0.07 -0.09
O -3.9913 1.9280 3.5345 0.38 -0.16 -0.06
S -2.6428 2.1335 3.0032 -2.17 1.52 1.31
O -2.5897 3.1296 1.9384 0.12 -0.22 -0.16
O -2.0590 0.8410 2.5186 -2.41 -0.70 -0.19
S -1.4550 2.7757 4.4555 0.19 0.14 0.27
C -5.4961 0.6460 1.2742 -0.51 0.14 0.47
N -4.4610 0.2725 0.3372 -0.02 -0.62 0.14
C -3.8328 1.3907 -0.3227 0.49 0.41 -0.35
C -4.0420 -0.9747 0.2178 -0.40 0.29 -0.23
S -2.7028 -1.4462 -0.6369 0.72 -0.25 -0.40
N -4.9068 -1.9722 0.7818 0.02 0.03 0.04
C -5.5060 -2.7342 -0.3004 -0.07 -0.11 -0.06
C -4.2220 -2.8138 1.7470 0.13 -0.09 0.07
H -5.0396 1.1824 2.1156 -0.22 -0.07 -0.27
H -5.9930 -0.2440 1.6485 0.00 0.10 -0.07
H -6.2193 1.2992 0.7810 0.00 0.01 -0.08
H -4.6065 1.9503 -0.8567 -0.04 0.00 0.04
H -3.0741 1.0670 -1.0318 -0.14 -0.09 0.09
H -3.3542 2.0560 0.4024 -0.18 -0.12 -0.15
H -5.9961 -2.0393 -0.9839 -0.04 -0.07 -0.06
H -6.2573 -3.4099 0.1100 -0.04 0.00 0.06
H -4.7614 -3.3162 -0.8648 -0.06 0.04 0.05
H -3.8716 -2.1874 2.5666 0.03 -0.08 0.14
H -3.3663 -3.3474 1.3060 -0.07 0.03 0.00
H -4.9299 -3.5494 2.1326 -0.03 0.06 0.07
O 1.0913 2.0468 -1.3984 0.65 -0.37 0.07
Cl -0.1889 2.6488 -1.2234 0.48 0.51 -2.82
O -1.0547 2.1526 -2.2531 -0.82 -0.38 -0.29
O -0.0727 4.0582 -1.3626 -0.17 0.72 0.31
O -0.7431 2.3117 0.0436 -0.71 -0.02 0.92
```
Positions in Å, forces in eV/Å.

## Properties
**Energy**: -5522.88123 hartree
**Total charge**: -1
**HOMO-LUMO gap**: 3.261 eV
**Multiplicity**: 1

Löwdin population analysis, charges in e, atoms 1 to 6: number 1, La, carries 2.03; number 2, N, carries 0.02; number 3, C, carries -0.27; number 4, C, carries -0.21; number 5, N, carries -0.15; number 6, C, carries -0.20


# 4
Formula: C5H7N3
Source: the Open Molecules 2025 dataset
Level of theory: ωB97M-V with the def2-TZVPD basis set

```
15
Properties=species:S:1:pos:R:3:forces:R:3
C 0.5320 -1.5503 -0.7100 -0.26 -2.94 0.14
C 1.2685 -1.6797 0.4530 0.00 -0.45 0.64
C 1.1726 0.3949 -0.2761 0.32 -0.42 0.96
C 1.3884 1.8249 -0.2545 -0.16 0.20 -0.21
C -2.4121 0.7456 0.0532 -0.86 1.86 -3.10
N 0.4848 -0.3092 -1.1849 1.17 2.01 1.64
N 1.5335 2.9733 -0.2481 -0.04 -1.06 0.06
N 1.6271 -0.4332 0.8105 -0.93 1.88 -3.21
H 0.0184 -2.3686 -1.2212 0.30 0.38 0.16
H 1.6325 -2.4554 1.1394 -0.69 -0.10 -0.88
H -1.5763 0.2329 0.2900 2.94 -1.13 1.20
H -2.3686 1.8156 0.0936 0.83 0.66 0.18
H -2.5469 0.5281 -1.0217 -0.67 -0.19 0.58
H -3.1709 0.5207 0.6988 -2.32 -1.18 1.21
H 2.4171 -0.2398 1.3778 0.38 0.48 0.64
```
Positions in Å, forces in eV/Å.

## Properties
**Energy**: -358.94904 hartree
**SMILES string**: N#Cc1ncc[nH]1.C
**HOMO-LUMO gap**: 9.802 eV
**Multiplicity**: 1
**Energy above the lowest of the compared OMol25 structures with the same formula, charge and spin**: 43.51 kcal/mol

Löwdin population analysis, charges in e, atoms 1 to 6: number 1, C, carries -0.18; number 2, C, carries -0.10; number 3, C, carries -0.31; number 4, C, carries -0.14; number 5, C, carries -0.02; number 6, N, carries 0.12


# 5
Formula: C4H14N2OS
Source: the Open Molecules 2025 dataset
Level of theory: ωB97M-V with the def2-TZVPD basis set

```
22
Properties=species:S:1:pos:R:3:forces:R:3
C 0.0290 0.6557 -2.0270 -0.45 -0.23 0.56
N 0.2001 1.5441 -0.9011 0.29 0.22 0.22
C 0.2754 1.0279 0.4524 0.01 -0.15 -0.22
C 1.4842 0.0796 0.5994 -0.22 0.07 0.14
S 2.5755 0.4670 2.0004 0.09 -0.09 0.15
C -0.9987 0.3456 0.9681 -1.66 1.14 -0.20
N -2.2063 1.1735 0.6639 0.38 0.21 0.02
H -0.5635 -0.2315 -1.7578 -0.01 0.09 0.03
H 0.9747 0.2819 -2.4174 0.15 0.09 -0.19
H -0.5303 1.1570 -2.8055 0.07 0.12 -0.32
H -0.1186 2.4965 -0.9812 -0.04 -0.32 -0.15
H 0.4458 1.8932 1.0935 -0.01 0.03 -0.03
H 2.0640 0.1449 -0.3104 0.20 -0.14 -0.11
H 1.1579 -0.9545 0.7377 0.06 0.08 -0.05
H 3.5897 0.9943 1.3056 -0.06 0.05 -0.03
H -1.2032 -0.6492 0.5788 0.61 -0.33 0.01
H -0.9667 0.3397 2.0577 0.39 -0.55 0.05
H -3.0101 0.6171 0.4120 0.05 -0.17 0.12
H -2.0448 1.7956 -0.1197 0.15 -0.14 -0.01
H 0.0595 -3.7490 0.0427 -0.02 -0.07 0.00
H -0.9177 -4.9175 -0.1027 0.05 0.04 0.03
O -0.2959 -4.5117 0.5105 -0.03 0.03 -0.04
```
Positions in Å, forces in eV/Å.

## Properties
**Energy**: -743.70125 hartree
**SMILES string**: CN[C@@H](CN)CS.O
**HOMO-LUMO gap**: 9.124 eV
**Multiplicity**: 1
**Energy above the lowest of the compared OMol25 structures with the same formula, charge and spin**: 20.45 kcal/mol

Löwdin population analysis, charges in e, atoms 1 to 6: number 1, C, carries -0.12; number 2, N, carries -0.12; number 3, C, carries -0.43; number 4, C, carries -0.52; number 5, S, carries 0.71; number 6, C, carries -0.23


# 6
Formula: C2HF3O
Source: the Open Molecules 2025 dataset
Level of theory: ωB97M-V with the def2-TZVPD basis set

```
7
Properties=species:S:1:pos:R:3:forces:R:3
C 0.5422 0.2131 0.0848 0.37 1.48 1.33
C -0.8196 -0.3098 -0.1850 -0.35 -0.68 -2.38
H -0.7184 -1.3271 -0.6473 -0.81 0.12 0.46
O -1.7964 0.3429 -0.0140 -0.36 -0.21 0.13
F 0.4924 0.1658 1.4470 1.28 0.27 0.08
F 1.5092 -0.5637 -0.3753 0.11 -0.14 0.08
F 0.7907 1.4788 -0.3102 -0.24 -0.84 0.30
```
Positions in Å, forces in eV/Å.

## Properties
**Energy**: -451.62820 hartree
**SMILES string**: O=CC(F)(F)F
**HOMO-LUMO gap**: 11.224 eV
**Multiplicity**: 1
**Energy above the lowest of the compared OMol25 structures with the same formula, charge and spin**: 6.35 kcal/mol

Löwdin population analysis, charges in e, atoms 1 to 6: number 1, C, carries -0.60; number 2, C, carries -0.16; number 3, H, carries 0.15; number 4, O, carries 0.15; number 5, F, carries 0.13; number 6, F, carries 0.17


# 7
Formula: C2H6O3
Source: the Open Molecules 2025 dataset
Level of theory: ωB97M-V with the def2-TZVPD basis set

```
11
Properties=species:S:1:pos:R:3:forces:R:3
C -0.1730 0.0397 1.5112 0.05 -0.06 0.84
C -0.2386 0.0660 -0.0606 0.18 -1.56 0.14
O -0.3621 1.2877 -0.6540 0.11 1.25 1.18
O 1.1941 -0.4855 -1.9772 -1.06 0.08 1.14
O 1.0060 -0.6201 -0.5337 -0.71 0.41 0.31
H 0.4249 0.8380 2.0382 0.11 -0.94 -1.16
H -1.1620 0.2787 1.9396 -0.01 -0.29 -0.66
H 0.0753 -1.0017 1.9548 -0.14 1.72 -1.16
H -1.1620 -0.5085 -0.3549 1.01 -0.28 0.10
H -0.1258 1.2211 -1.5757 0.22 -0.23 -0.53
H 0.5233 -1.1154 -2.2877 0.25 -0.08 -0.19
```
Positions in Å, forces in eV/Å.

## Properties
**Energy**: -305.40041 hartree
**SMILES string**: C[C@@H](O)OO
**HOMO-LUMO gap**: 11.262 eV
**Multiplicity**: 1
**Energy above the lowest of the compared OMol25 structures with the same formula, charge and spin**: 95.46 kcal/mol

Löwdin population analysis, charges in e, atoms 1 to 6: number 1, C, carries -0.02; number 2, C, carries -0.44; number 3, O, carries 0.01; number 4, O, carries -0.03; number 5, O, carries -0.12; number 6, H, carries 0.09


# 8
Formula: C4H8O2
Source: the Open Molecules 2025 dataset
Level of theory: ωB97M-V with the def2-TZVPD basis set

```
14
Properties=species:S:1:pos:R:3:forces:R:3
C -1.0696 1.4141 -1.5884 -0.02 0.02 0.04
C 0.0191 0.6244 -0.9605 -0.27 -0.21 -0.99
O 0.4302 0.9606 0.2394 -0.08 0.71 0.36
C 0.9955 0.0458 1.0087 0.34 -0.44 0.41
C 0.5791 -1.3675 0.8444 -0.11 0.03 -0.37
O 0.4361 -2.0067 2.0966 -0.18 0.06 0.20
H -2.0439 0.9177 -1.4653 0.09 0.09 -0.07
H -0.9029 1.5509 -2.6634 -0.02 -0.01 0.20
H -1.1553 2.3938 -1.1091 0.08 -0.06 -0.07
H 0.5330 -0.1939 -1.4469 -0.12 0.02 0.00
H 1.4587 0.4377 1.9045 -0.10 -0.08 -0.08
H 1.2371 -2.0228 0.2578 0.00 0.17 0.12
H -0.3765 -1.3142 0.2553 0.26 -0.12 0.26
H -0.1407 -1.4401 2.6269 0.13 -0.18 0.00
```
Positions in Å, forces in eV/Å.

## Properties
**Energy**: -307.55150 hartree
**HOMO-LUMO gap (alpha / beta)**: 8.193 / 7.916 eV
**Multiplicity**: 1
**Energy above the lowest of the compared OMol25 structures with the same formula, charge and spin**: 100.98 kcal/mol

Löwdin population analysis, charges in e, atoms 1 to 6: number 1, C, carries -0.07; number 2, C, carries -0.21; number 3, O, carries -0.04; number 4, C, carries -0.12; number 5, C, carries -0.29; number 6, O, carries -0.06